No. 1
{
  "formula": "C31H47AlBrCl2N2O6",
  "method": "ωB97M-V/def2-TZVPD",
  "elements": ["C", "O", "C", "C", "C", "C", "C", "Al", "C", "C", "C", "Br", "O", "C", "C", "C", "C", "C", "C", "C", "C", "Cl", "C", "C", "Cl", "H", "H", "H", "H", "H", "H", "H", "H", "H", "H", "H", "H", "H", "H", "H", "H", "H", "H", "H", "H", "H", "H", "H", "H", "H", "H", "H", "H", "H", "H", "H", "H", "H", "H", "H", "H", "H", "C", "C", "C", "C", "C", "C", "N", "O", "O", "H", "H", "H", "H", "H", "C", "C", "C", "C", "C", "C", "N", "O", "O", "H", "H", "H", "H", "H"],
  "positions_angstrom": [[-2.1998, -4.6175, -2.0030], [-1.1245, -4.6828, -2.9166], [-0.2016, -3.6053, -2.7820], [-0.7250, -2.3175, -3.4043], [-0.1371, -1.0351, -2.8067], [-0.2495, -0.9508, -1.2684], [-0.4729, 0.4657, -0.7393], [-0.9579, 0.5300, 1.2241], [-2.4660, -0.7957, 1.5088], [-2.5868, -1.5568, 2.8126], [-3.7548, -2.5518, 2.8010], [-0.9822, -2.6142, 3.2048], [0.5362, 0.1632, 2.1332], [0.7021, 0.7689, 3.3885], [1.9816, 0.2492, 4.0426], [2.2378, 0.9764, 5.3764], [3.1891, 0.3590, 3.1166], [3.3861, -0.7755, 2.1047], [4.7513, -0.5785, 1.3905], [3.3115, -2.1539, 2.7695], [-1.5670, 2.4710, 1.5591], [-0.8711, 3.6902, 0.4861], [-2.4453, 2.9418, 2.4572], [-2.8976, 4.3703, 2.6326], [-3.1950, 1.8196, 3.5742], [-3.1460, -4.5336, -2.5376], [-2.2042, -5.5054, -1.3713], [-2.1282, -3.7423, -1.3542], [0.7064, -3.9292, -3.2884], [0.0443, -3.4804, -1.7262], [-0.4919, -2.3564, -4.4720], [-1.8132, -2.2945, -3.3394], [0.8949, -0.8895, -3.1318], [-0.7076, -0.2033, -3.2233], [0.6673, -1.3309, -0.8180], [-1.0752, -1.6084, -0.9867], [0.4664, 1.0201, -0.8404], [-1.2239, 1.0034, -1.3277], [-2.3788, -1.5477, 0.7186], [-3.4082, -0.2757, 1.3120], [-2.7407, -0.8991, 3.6636], [-3.5372, -3.3449, 2.0860], [-3.9417, -2.9883, 3.7806], [-4.6487, -2.0423, 2.4408], [-0.1254, 0.4816, 4.0559], [0.7456, 1.8642, 3.3169], [1.7899, -0.7949, 4.2893], [2.9645, 1.7795, 5.2696], [1.3126, 1.3616, 5.8042], [2.6439, 0.2685, 6.1016], [3.1714, 1.3029, 2.5665], [4.0951, 0.3828, 3.7362], [2.6098, -0.7044, 1.3502], [4.6350, -0.6269, 0.3095], [5.2278, 0.3581, 1.6786], [5.4440, -1.3793, 1.6555], [3.6682, -2.1100, 3.7986], [2.2785, -2.5022, 2.7798], [3.8856, -2.8924, 2.2126], [-2.0526, 5.0471, 2.5828], [-3.6060, 4.6212, 1.8407], [-3.4322, 4.4801, 3.5729], [-6.9686, 2.6494, -1.6616], [-6.3557, 2.0397, -0.5753], [-5.6635, 0.8517, -0.7448], [-5.5965, 0.2978, -2.0091], [-6.1983, 0.8872, -3.1039], [-6.8921, 2.0726, -2.9228], [-4.8367, -0.9503, -2.1901], [-4.3530, -1.4398, -1.1982], [-4.7301, -1.3923, -3.3162], [-7.5032, 3.5805, -1.5262], [-6.4091, 2.4916, 0.4054], [-5.1748, 0.3726, 0.0914], [-6.1253, 0.4324, -4.0802], [-7.3683, 2.5498, -3.7684], [7.4283, 2.7491, -4.2579], [7.6989, 1.3981, -4.0867], [6.7983, 0.5886, -3.4130], [5.6362, 1.1521, -2.9233], [5.3491, 2.4941, -3.0787], [6.2566, 3.2959, -3.7522], [4.6675, 0.2958, -2.2177], [4.9539, -0.8738, -2.0717], [3.6514, 0.8144, -1.8203], [8.1325, 3.3775, -4.7873], [8.6123, 0.9728, -4.4791], [6.9977, -0.4628, -3.2716], [4.4338, 2.9069, -2.6814], [6.0473, 4.3485, -3.8831]],
  "e_homo_ev": -4.84,
  "largest_force_ha_per_bohr": 0.02408,
  "total_energy_ha": -5507.13469,
  "orbital_gap_ev": 6.23,
  "charge": -1,
  "lumo_ev": 1.39,
  "e_above_lowest_kcal_mol": 7.2
}


No. 2
{
  "formula": "C31H47BrGaN5O6PS2",
  "method": "ωB97M-V/def2-TZVPD",
  "elements": ["Ga", "C", "C", "C", "C", "C", "C", "C", "Br", "C", "O", "C", "C", "C", "C", "C", "C", "H", "H", "H", "H", "H", "H", "H", "H", "H", "H", "H", "H", "H", "H", "H", "H", "H", "H", "H", "H", "O", "S", "O", "O", "C", "N", "C", "C", "C", "N", "C", "C", "C", "N", "C", "C", "H", "H", "H", "H", "H", "H", "C", "P", "C", "C", "O", "H", "H", "H", "H", "H", "H", "H", "H", "H", "C", "C", "O", "H", "H", "H", "H", "H", "H", "S", "C", "N", "C", "C", "N", "H", "H", "H", "H", "H", "H"],
  "positions_angstrom": [[-0.9828, -0.3775, -0.3471], [5.3542, 4.4112, 0.3227], [4.5406, 4.3882, -0.9789], [5.4276, 3.8362, -2.0940], [4.1261, 5.8191, -1.3489], [3.2881, 3.5401, -0.7740], [3.0122, 2.4149, -1.5220], [1.8546, 1.6832, -1.2807], [1.5749, 0.1748, -2.4010], [0.9339, 2.0186, -0.3004], [-0.2121, 1.3207, -0.0673], [1.1950, 3.1890, 0.4688], [2.3573, 3.8940, 0.2066], [0.2525, 3.6638, 1.5826], [0.1552, 2.5930, 2.6819], [-1.1322, 4.0249, 1.0158], [0.7732, 4.9342, 2.2629], [6.2528, 5.0158, 0.1898], [5.6606, 3.4032, 0.6075], [4.7857, 4.8396, 1.1490], [6.3063, 4.4721, -2.2049], [4.9090, 3.8212, -3.0547], [5.7788, 2.8269, -1.8710], [5.0127, 6.4380, -1.4964], [3.5245, 6.2825, -0.5658], [3.5464, 5.8294, -2.2739], [3.6803, 2.0785, -2.3006], [2.5609, 4.7788, 0.7921], [-0.1196, 1.6172, 2.2908], [-0.5831, 2.8878, 3.4324], [1.1153, 2.4849, 3.1883], [-1.6522, 3.1837, 0.5631], [-1.0369, 4.7956, 0.2475], [-1.7607, 4.4291, 1.8120], [1.7387, 4.7747, 2.7449], [0.0665, 5.2340, 3.0377], [0.8647, 5.7640, 1.5604], [-1.7784, -9.2949, 0.6338], [-1.9294, -7.8822, 0.8273], [-2.1526, -7.0925, -0.3782], [-2.7788, -7.4631, 1.9356], [-0.3223, -7.2889, 1.4460], [0.3258, -7.9962, 2.3695], [1.3955, -7.4365, 2.9108], [1.8305, -6.1488, 2.5900], [1.1071, -5.5251, 1.5972], [0.0598, -6.0981, 1.0022], [1.2182, -4.1226, 1.1134], [1.1204, -3.0408, 1.9784], [0.6901, -1.8312, 1.4732], [0.4058, -1.6664, 0.1761], [0.6779, -2.6616, -0.6900], [1.0950, -3.8912, -0.2595], [1.9273, -8.0273, 3.6487], [2.6834, -5.6969, 3.0757], [1.2416, -3.1616, 3.0461], [0.4823, -0.9914, 2.1244], [0.4673, -2.4672, -1.7334], [1.2090, -4.7095, -0.9554], [-2.1840, -4.3728, -1.6105], [-2.8436, -3.3818, -0.2979], [-4.5794, -3.1140, -0.6719], [-2.7516, -4.3042, 1.2171], [-2.1324, -2.0232, -0.1753], [-2.7296, -5.3161, -1.6610], [-1.1523, -4.6441, -1.3933], [-2.2579, -3.8281, -2.5549], [-5.0645, -4.0763, -0.8384], [-4.6731, -2.5021, -1.5695], [-5.0776, -2.6116, 0.1574], [-3.2365, -5.2814, 1.1337], [-3.2053, -3.7222, 2.0226], [-1.7042, -4.4992, 1.4437], [-4.3001, 0.7923, 1.4979], [-3.2755, -0.2411, 1.9074], [-1.9691, 0.0678, 1.3626], [-5.2703, 0.5411, 1.9264], [-4.4049, 0.8256, 0.4126], [-4.0255, 1.7845, 1.8580], [-3.5225, -1.2217, 1.5086], [-3.1670, -0.3115, 2.9886], [-1.6895, 0.9813, 1.5443], [-2.1243, -0.2519, -2.3330], [-1.7243, 1.2668, -3.0426], [-1.9679, 1.5489, -4.3193], [-1.3755, 2.8402, -4.6957], [-1.0483, 3.4519, -3.3165], [-1.1869, 2.2969, -2.4243], [-2.2352, 0.8402, -4.9818], [-2.0777, 3.4433, -5.2646], [-0.4787, 2.6769, -5.2931], [-1.7615, 4.2255, -3.0330], [-0.0407, 3.8569, -3.2637], [-0.9067, 2.2714, -1.4477]],
  "e_homo_ev": -9.98,
  "largest_force_ha_per_bohr": 0.01641,
  "total_energy_ha": -7571.16895,
  "orbital_gap_ev": 6.79,
  "charge": 1,
  "lumo_ev": -3.19,
  "e_above_lowest_kcal_mol": 0.0
}


Question: Which formula does entry 2 have?
Answer: C31H47BrGaN5O6PS2